Entry from the OMol25 dataset: C5H9NO in the gas phase (the ωB97M-V functional and the def2-TZVPD basis).

## Properties
2S+1	1
energy above the lowest of the compared OMol25 structures with the same formula, charge and spin	262.2	kJ/mol
strongest force on any atom	2.87	eV Å⁻¹
LUMO	0.86	eV
SMILES	CC1=CC[C@]1(N)O
DFT total energy	-325.8377	Eh

The geometry in XYZ format:
```
16
C5H9NO the ωB97M-V functional and the def2-TZVPD basis
C 1.75402 0.99626 -0.21579
C -0.79439 0.16278 -0.04142
C 0.68908 -0.02370 0.00543
N -1.50697 0.55751 1.11945
C 0.68965 -1.36386 0.14448
C -0.74507 -1.63280 -0.02245
O -1.29690 0.84355 -1.15313
H -0.78149 0.60374 -1.93055
H -0.93628 1.06012 1.78819
H -2.31844 1.14404 0.95226
H 1.48458 -2.04558 0.41040
H 1.39126 2.00140 -0.00077
H 2.60742 0.78514 0.42908
H 2.12360 0.97842 -1.24483
H -1.26851 -2.15898 0.77350
H -1.09157 -1.90805 -1.01385
```